1.
The following is a quantum chemistry calculation of 2 unconnected molecules or ions with the total composition C31H32NO2 at a distorted geometry, from OMol25.

Results
HOMO ... -0.3936 Ha
M ... 450.602 g mol⁻¹
Kohn-Sham gap ... 5.115 eV
Total charge ... +1
LUMO level ... -5.594 eV
Energy above the lowest of the compared OMol25 structures with the same formula, charge and spin ... 43.32 kcal per mole

Each line ends with the natural charge from an NBO analysis.
Cartesian coordinates (Å):
1 C 4.90 -5.99 -1.46  -0.26
2 O 4.62 -4.61 -1.74  -0.45
3 C 3.70 -3.91 -1.02  0.43
4 C 3.54 -2.55 -1.35  -0.29
5 C 2.56 -1.79 -0.77  -0.09
6 C 1.52 -2.45 -0.06  -0.17
7 C 0.14 -2.05 -0.03  0.15
8 C -0.82 -3.04 -0.44  -0.18
9 C -2.12 -3.28 0.12  -0.12
10 C -3.01 -4.16 -0.51  -0.22
11 C -2.58 -5.02 -1.53  -0.12
12 C -1.26 -4.90 -2.00  -0.22
13 C -0.45 -3.88 -1.53  -0.12
14 C 1.83 -3.75 0.47  -0.08
15 C 2.91 -4.47 0.03  -0.32
16 H 5.91 -6.15 -1.86  0.23
17 H 4.86 -6.22 -0.38  0.19
18 H 4.18 -6.63 -1.99  0.20
19 H 4.25 -2.13 -2.07  0.26
20 H 2.51 -0.72 -0.95  0.25
21 H -0.14 -1.04 0.25  0.24
22 H -2.40 -2.74 1.02  0.24
23 H -4.06 -4.19 -0.19  0.24
24 H -3.22 -5.81 -1.92  0.24
25 H -0.85 -5.60 -2.72  0.24
26 H 0.54 -3.72 -1.98  0.23
27 H 1.15 -4.20 1.19  0.24
28 H 3.14 -5.46 0.44  0.25
29 O 0.59 2.89 -0.85  -0.73
30 C -0.48 3.02 0.07  0.20
31 C -0.81 4.51 0.11  -0.06
32 C -0.83 5.16 -1.12  -0.19
33 C -1.24 6.49 -1.19  -0.20
34 C -1.58 7.18 -0.02  -0.21
35 C -1.54 6.53 1.22  -0.22
36 C -1.17 5.17 1.29  -0.17
37 C -1.72 2.24 -0.40  -0.02
38 C -1.55 0.98 -0.99  -0.19
39 C -2.49 -0.01 -0.67  -0.28
40 C -3.67 0.36 -0.02  -0.22
41 C -4.00 1.71 0.10  -0.20
42 C -3.00 2.68 -0.07  -0.22
43 C -0.07 2.36 1.41  -0.05
44 C 1.08 3.06 2.14  -0.42
45 C 1.96 1.92 2.67  -0.40
46 C 1.31 0.60 2.22  -0.22
47 N 0.38 1.00 1.16  -0.68
48 H 0.99 2.00 -0.72  0.48
49 H -0.54 4.62 -2.03  0.23
50 H -1.32 6.98 -2.17  0.22
51 H -1.90 8.22 -0.07  0.22
52 H -1.81 7.04 2.14  0.22
53 H -1.19 4.62 2.23  0.20
54 H -0.72 0.80 -1.69  0.22
55 H -2.29 -1.05 -0.90  0.20
56 H -4.34 -0.41 0.34  0.21
57 H -5.01 2.02 0.38  0.23
58 H -3.22 3.73 0.06  0.24
59 H -0.95 2.33 2.09  0.19
60 H 1.65 3.72 1.46  0.24
61 H 0.65 3.66 2.95  0.22
62 H 2.94 2.02 2.19  0.21
63 H 2.08 1.97 3.75  0.22
64 H 2.05 -0.13 1.85  0.19
65 H 0.77 0.11 3.05  0.17
66 H -0.40 0.37 1.03  0.37

***

2.
The following is a quantum chemistry calculation of a molecular structure, C31H33FLuN3O2S2Se at a distorted geometry, from OMol25.

Results
HOMO ... -0.2566 Ha
M ... 816.683 g mol⁻¹
Kohn-Sham gap ... 6.948 eV
LUMO level ... -0.035 eV
Energy above the lowest of the compared OMol25 structures with the same formula, charge and spin ... 2.03 kcal per mole

Each line ends with the Mulliken charge.
Cartesian coordinates (Å):
1 Lu -17.87 5.77 -4.73  1.48
2 C -18.09 4.15 -1.35  -1.31
3 C -19.45 4.23 -0.73  0.22
4 C -19.64 5.28 0.45  -1.55
5 C -20.70 4.36 -1.64  0.05
6 C -21.84 3.66 -1.27  -0.46
7 C -22.94 3.54 -2.12  -1.03
8 C -22.95 4.25 -3.31  -0.78
9 C -21.86 5.03 -3.67  0.38
10 C -22.10 5.94 -4.87  0.46
11 C -21.25 5.77 -6.08  -1.35
12 C -22.10 7.49 -4.49  -1.51
13 C -20.67 5.12 -2.86  -0.24
14 N -19.59 6.04 -3.11  1.49
15 C -19.43 7.17 -2.30  0.83
16 C -20.42 7.79 -1.52  -1.03
17 C -20.33 9.13 -1.16  -0.94
18 C -19.20 9.88 -1.40  -0.62
19 C -18.09 9.24 -2.01  -0.74
20 C -18.29 7.98 -2.53  0.06
21 F -17.28 7.52 -3.36  -0.39
22 H -17.35 3.74 -0.68  0.53
23 H -17.71 5.15 -1.68  0.09
24 H -18.16 3.48 -2.20  0.02
25 H -19.59 3.24 -0.29  0.83
26 H -18.69 5.69 0.82  0.41
27 H -20.14 4.77 1.28  0.35
28 H -20.28 6.11 0.16  0.40
29 H -21.96 3.17 -0.31  0.46
30 H -23.82 2.94 -1.90  0.37
31 H -23.79 4.20 -4.03  0.35
32 H -23.15 5.74 -5.17  0.54
33 H -20.17 6.00 -5.80  0.40
34 H -21.51 6.45 -6.89  0.53
35 H -21.23 4.73 -6.44  0.21
36 H -21.14 7.86 -4.11  0.08
37 H -22.90 7.70 -3.77  0.33
38 H -22.44 8.07 -5.36  0.56
39 H -21.32 7.17 -1.35  0.44
40 H -21.20 9.59 -0.69  0.40
41 H -19.23 10.89 -1.02  0.39
42 H -17.13 9.72 -2.22  0.46
43 O -18.14 7.55 -5.83  -0.46
44 N -18.01 7.84 -7.17  0.15
45 C -18.46 9.09 -7.59  -0.30
46 C -17.98 9.53 -8.84  -0.61
47 C -17.26 8.69 -9.71  -0.23
48 C -16.95 7.41 -9.28  -0.80
49 C -17.42 6.94 -8.00  0.61
50 S -17.01 5.46 -7.40  -0.67
51 H -19.12 9.67 -6.85  0.38
52 H -18.25 10.53 -9.15  0.36
53 H -16.95 8.91 -10.73  0.38
54 H -16.48 6.71 -9.96  0.37
55 C -18.91 2.37 -7.20  -0.82
56 S -18.51 2.28 -5.37  0.20
57 O -18.41 3.75 -5.02  -0.15
58 C -16.79 1.58 -5.41  0.46
59 C -16.50 0.36 -4.87  -0.48
60 C -15.22 -0.12 -4.93  -0.51
61 C -14.16 0.68 -5.39  -0.39
62 C -14.44 1.89 -6.00  -0.77
63 C -15.76 2.36 -5.94  0.15
64 H -18.51 3.31 -7.65  0.15
65 H -20.01 2.14 -7.22  0.35
66 H -18.38 1.50 -7.64  0.46
67 H -17.36 -0.23 -4.44  0.30
68 H -15.02 -1.17 -4.74  0.35
69 H -13.16 0.29 -5.32  0.42
70 H -13.67 2.47 -6.54  0.38
71 H -16.03 3.34 -6.33  0.17
72 Se -13.17 4.95 -3.11  -0.17
73 C -14.93 4.93 -3.52  0.19
74 N -16.05 5.24 -3.90  -0.67

***

3.
The following is a quantum chemistry calculation of a molecular structure, C31H33FNO5SSbSiZr, from OMol25.

Results
HOMO ... -0.5231 Ha
M ... 791.742 g mol⁻¹
Kohn-Sham gap ... 8.333 eV
Total charge ... +2
LUMO level ... -5.901 eV
Energy above the lowest of the compared OMol25 structures with the same formula, charge and spin ... 26.09 kcal per mole

Each line ends with the Mulliken charge.
Cartesian coordinates (Å):
1 Zr 1.03 -0.44 0.19  0.75
2 O 2.41 1.68 3.61  -0.47
3 C 2.14 0.70 2.81  0.36
4 O 2.22 0.81 1.58  -0.41
5 C 1.75 -0.57 3.49  -0.52
6 O 1.47 -1.55 2.50  -0.19
7 C 0.22 -2.25 2.67  -0.66
8 C -0.85 -1.50 1.88  0.76
9 O -1.87 -1.98 1.51  -0.50
10 O -0.43 -0.23 1.61  -0.60
11 H 2.66 2.48 3.10  0.42
12 H 0.89 -0.37 4.13  0.46
13 H 2.58 -0.89 4.12  0.57
14 H -0.09 -2.31 3.71  0.54
15 H 0.34 -3.25 2.27  0.10
16 C 2.83 -4.19 1.97  -1.20
17 Si 3.12 -3.38 0.32  0.25
18 C 4.62 -2.28 0.40  -0.99
19 C 3.33 -4.73 -0.93  -1.20
20 N 1.75 -2.28 -0.25  0.33
21 C 1.90 -2.04 -1.67  -0.40
22 C 1.46 -2.91 -2.68  -0.44
23 C 1.66 -2.60 -4.01  -0.90
24 C 2.28 -1.41 -4.39  -0.63
25 C 2.70 -0.50 -3.43  -1.00
26 C 2.49 -0.87 -2.13  1.52
27 F 2.81 0.06 -1.11  -0.39
28 H 3.64 -4.93 2.04  0.50
29 H 1.90 -4.76 2.04  0.39
30 H 2.92 -3.53 2.83  0.27
31 H 5.46 -2.83 0.83  0.49
32 H 4.45 -1.40 1.02  0.20
33 H 4.94 -1.93 -0.59  0.32
34 H 4.05 -5.44 -0.51  0.39
35 H 3.72 -4.40 -1.89  0.35
36 H 2.41 -5.28 -1.10  0.34
37 H 0.96 -3.83 -2.39  0.56
38 H 1.32 -3.29 -4.77  0.52
39 H 2.43 -1.19 -5.44  0.46
40 H 3.17 0.45 -3.67  0.59
41 S -0.84 -0.59 -1.56  -0.35
42 Sb -2.07 1.10 -0.51  2.16
43 C -3.44 0.86 1.01  0.87
44 C -4.75 0.59 0.61  -0.90
45 C -5.74 0.49 1.57  -0.68
46 C -5.44 0.68 2.91  -0.57
47 C -4.14 0.96 3.30  -0.95
48 C -3.13 1.05 2.35  -0.15
49 C -3.08 2.19 -1.96  0.55
50 C -3.81 3.31 -1.56  -0.45
51 C -4.46 4.07 -2.51  -0.70
52 C -4.40 3.71 -3.85  -0.50
53 C -3.68 2.59 -4.25  -0.62
54 C -3.01 1.82 -3.31  -0.65
55 C -0.43 2.32 0.01  0.45
56 C -0.41 3.17 1.12  -0.62
57 C 0.67 4.01 1.34  -0.82
58 C 1.75 4.01 0.46  -0.71
59 C 1.75 3.17 -0.64  -0.70
60 C 0.66 2.33 -0.87  -0.44
61 H -5.00 0.46 -0.44  0.43
62 H -6.76 0.26 1.27  0.44
63 H -6.22 0.61 3.65  0.42
64 H -3.91 1.11 4.35  0.44
65 H -2.11 1.24 2.67  0.36
66 H -3.88 3.59 -0.52  0.38
67 H -5.03 4.94 -2.21  0.42
68 H -4.92 4.30 -4.59  0.41
69 H -3.64 2.31 -5.30  0.43
70 H -2.45 0.95 -3.62  0.38
71 H -1.26 3.21 1.80  0.52
72 H 0.65 4.70 2.18  0.49
73 H 2.58 4.69 0.62  0.48
74 H 2.57 3.19 -1.34  0.49
75 H 0.61 1.76 -1.80  0.72

***

4.
The following is a quantum chemistry calculation of a molecular structure, C31H33IrN2S4 at a distorted geometry, from OMol25.

Results
HOMO ... -0.2272 Ha
M ... 754.104 g mol⁻¹
Kohn-Sham gap ... 5.750 eV
LUMO level ... -0.432 eV

Each line ends with the Mulliken charge.
Cartesian coordinates (Å):
1 Ir -0.50 0.28 0.77  1.33
2 S -0.71 2.53 1.05  -0.37
3 C -2.15 3.28 0.45  1.10
4 C -2.30 4.68 0.33  -0.93
5 C -3.50 5.23 -0.10  -0.58
6 C -4.60 4.41 -0.42  -0.65
7 C -4.46 3.04 -0.31  -0.60
8 C -3.23 2.51 0.10  0.08
9 S -3.02 0.80 0.25  -0.31
10 C -2.77 0.39 -1.51  -1.19
11 C -1.49 0.95 -2.10  0.34
12 C -1.35 1.19 -3.46  -1.02
13 C -0.12 1.63 -3.93  -0.40
14 C 0.91 1.87 -3.02  -0.91
15 C 0.68 1.66 -1.68  1.15
16 C 1.68 2.00 -0.61  -1.66
17 S 1.91 0.65 0.61  -0.21
18 C 2.25 1.49 2.13  0.57
19 C 3.56 1.96 2.30  -0.53
20 C 3.92 2.60 3.46  -0.75
21 C 2.97 2.73 4.48  -0.63
22 C 1.69 2.22 4.32  -0.97
23 C 1.31 1.58 3.13  0.90
24 S -0.31 0.96 3.05  -0.65
25 N -0.50 1.17 -1.27  0.37
26 H -1.46 5.32 0.59  0.46
27 H -3.59 6.31 -0.18  0.37
28 H -5.54 4.84 -0.73  0.38
29 H -5.29 2.37 -0.54  0.48
30 H -3.63 0.74 -2.07  0.73
31 H -2.75 -0.70 -1.54  0.38
32 H -2.18 1.01 -4.14  0.53
33 H 0.04 1.78 -4.99  0.42
34 H 1.87 2.24 -3.36  0.52
35 H 1.29 2.84 -0.04  0.54
36 H 2.64 2.26 -1.04  0.78
37 H 4.28 1.83 1.50  0.43
38 H 4.93 2.98 3.59  0.38
39 H 3.24 3.22 5.41  0.36
40 H 0.97 2.29 5.13  0.45
41 C 2.15 -5.55 -1.60  -1.59
42 C 1.81 -4.08 -1.52  0.06
43 C 2.41 -3.18 -2.39  -1.16
44 C 2.02 -1.85 -2.34  0.42
45 C 2.65 -0.83 -3.26  -1.29
46 C 1.05 -1.45 -1.43  1.58
47 C 0.48 -2.31 -0.43  1.04
48 C 0.88 -3.66 -0.57  -0.98
49 N -0.39 -1.80 0.54  -0.17
50 C -1.04 -2.64 1.62  1.62
51 C -2.47 -2.15 1.84  -1.68
52 C -0.26 -2.52 2.95  -1.24
53 C -1.16 -4.15 1.36  -2.24
54 H 2.88 -5.74 -2.39  0.37
55 H 1.26 -6.14 -1.82  0.33
56 H 2.56 -5.91 -0.66  0.32
57 H 3.16 -3.51 -3.10  0.24
58 H 3.22 -1.32 -4.06  0.42
59 H 3.34 -0.18 -2.70  0.22
60 H 1.90 -0.18 -3.72  0.12
61 H 0.71 -0.44 -1.47  -0.74
62 H 0.48 -4.43 0.06  0.14
63 H -2.49 -1.09 2.04  0.28
64 H -2.93 -2.66 2.69  0.52
65 H -3.08 -2.34 0.94  0.30
66 H -0.22 -1.50 3.29  0.05
67 H 0.76 -2.88 2.81  0.28
68 H -0.75 -3.12 3.73  0.43
69 H -1.60 -4.36 0.38  0.44
70 H -1.82 -4.55 2.13  0.55
71 H -0.21 -4.66 1.46  0.62

***

5.
The following is a quantum chemistry calculation of a single C31H33N3O5 molecule, from OMol25.

Results
HOMO ... -0.2897 Ha
M ... 527.621 g mol⁻¹
Kohn-Sham gap ... 8.490 eV
LUMO level ... 0.606 eV
Energy above the lowest of the compared OMol25 structures with the same formula, charge and spin ... 0.54 kcal per mole
Structure (SMILES) ... COc1ccc(CN(C(=O)c2ccc(-c3ccccc3)[nH]2)[C@@H](C(=O)NC[C@@H]2CCCO2)c2ccc(C)o2)cc1

Each line ends with the natural charge from an NBO analysis.
Cartesian coordinates (Å):
1 C -2.46 -5.89 3.44  -0.25
2 O -2.42 -6.04 2.04  -0.49
3 C -2.12 -4.94 1.28  0.30
4 C -1.85 -3.68 1.78  -0.31
5 C -1.55 -2.63 0.92  -0.15
6 C -1.53 -2.84 -0.45  -0.10
7 C -1.21 -1.72 -1.43  -0.23
8 N -0.98 -0.44 -0.81  -0.41
9 C 0.24 0.11 -0.57  0.67
10 O 0.35 1.31 -0.32  -0.68
11 C 1.44 -0.72 -0.61  -0.01
12 C 1.73 -2.08 -0.53  -0.23
13 C 3.12 -2.20 -0.53  -0.29
14 C 3.67 -0.92 -0.60  0.12
15 C 5.06 -0.50 -0.64  0.02
16 C 6.06 -1.41 -0.97  -0.21
17 C 7.38 -1.02 -1.01  -0.20
18 C 7.74 0.28 -0.70  -0.22
19 C 6.75 1.19 -0.36  -0.20
20 C 5.42 0.81 -0.33  -0.23
21 N 2.63 -0.06 -0.64  -0.46
22 C -2.14 0.40 -0.57  -0.18
23 C -1.92 1.17 0.76  0.73
24 O -1.59 0.57 1.76  -0.65
25 N -2.26 2.47 0.74  -0.62
26 C -2.13 3.32 1.89  -0.25
27 C -1.04 4.40 1.73  0.10
28 C 0.37 3.81 1.68  -0.44
29 C 0.69 3.66 3.16  -0.44
30 C -0.12 4.79 3.81  -0.07
31 O -1.04 5.27 2.84  -0.53
32 C -2.47 1.25 -1.75  0.24
33 C -1.75 2.17 -2.45  -0.30
34 C -2.59 2.62 -3.50  -0.32
35 C -3.76 1.94 -3.37  0.30
36 C -5.02 1.97 -4.17  -0.65
37 O -3.69 1.10 -2.32  -0.41
38 C -1.80 -4.11 -0.95  -0.19
39 C -2.09 -5.15 -0.10  -0.25
40 H -1.49 -5.58 3.84  0.18
41 H -2.72 -6.87 3.83  0.20
42 H -3.23 -5.17 3.75  0.18
43 H -1.86 -3.48 2.84  0.22
44 H -1.35 -1.66 1.33  0.24
45 H -0.33 -1.99 -2.02  0.23
46 H -2.05 -1.61 -2.13  0.21
47 H 1.04 -2.89 -0.43  0.23
48 H 3.67 -3.12 -0.47  0.22
49 H 5.79 -2.43 -1.22  0.21
50 H 8.15 -1.74 -1.27  0.21
51 H 8.77 0.59 -0.73  0.21
52 H 7.02 2.21 -0.12  0.21
53 H 4.67 1.53 -0.04  0.20
54 H 2.67 0.95 -0.67  0.43
55 H -2.99 -0.27 -0.38  0.25
56 H -2.40 2.91 -0.16  0.41
57 H -3.08 3.82 2.09  0.20
58 H -1.89 2.68 2.74  0.23
59 H -1.28 5.01 0.85  0.18
60 H 1.04 4.52 1.20  0.20
61 H 0.40 2.87 1.13  0.26
62 H 0.36 2.69 3.53  0.21
63 H 1.76 3.76 3.36  0.22
64 H 0.52 5.64 4.10  0.17
65 H -0.66 4.45 4.70  0.17
66 H -0.75 2.49 -2.23  0.25
67 H -2.35 3.35 -4.24  0.23
68 H -5.23 0.99 -4.59  0.23
69 H -4.92 2.69 -4.97  0.23
70 H -5.86 2.25 -3.54  0.23
71 H -1.78 -4.28 -2.02  0.21
72 H -2.30 -6.14 -0.47  0.22

***

6.
The following is a quantum chemistry calculation of a molecular structure, C31H34AsCl3N8O3SV, from OMol25.

Results
2S+1 ... 4
HOMO (spin up / spin down) ... -0.2596 / -0.2873 Ha
M ... 830.958 g mol⁻¹
Kohn-Sham gap (spin up / spin down) ... 7.401 / 8.051 eV
LUMO level (spin up / spin down) ... 0.337 / 0.233 eV
Energy above the lowest of the compared OMol25 structures with the same formula, charge and spin ... 28.58 kcal per mole

Each line ends with the Mulliken charge.
Cartesian coordinates (Å):
1 V -0.83 -0.22 -0.40  0.86
2 Cl -7.43 0.74 -3.68  -0.24
3 C -5.92 0.82 -2.82  0.39
4 C -5.27 2.03 -2.70  -0.77
5 C -4.07 2.07 -2.01  0.56
6 Cl -3.22 3.60 -1.96  -0.21
7 C -3.47 0.94 -1.40  -0.93
8 O -2.38 1.02 -0.71  -0.15
9 C -4.18 -0.26 -1.61  0.92
10 Cl -3.51 -1.73 -0.96  -0.21
11 C -5.38 -0.34 -2.29  -0.83
12 H -5.66 2.93 -3.14  0.46
13 H -5.88 -1.29 -2.41  0.46
14 O -0.22 -0.10 -2.36  -0.58
15 N 0.42 -1.12 -2.82  -0.80
16 N 0.54 -2.06 -1.98  1.44
17 O 0.04 -1.98 -0.77  -0.91
18 C 1.25 -3.25 -2.35  0.42
19 C 1.18 -4.33 -1.49  -0.41
20 C 1.87 -5.49 -1.83  -0.66
21 C 2.61 -5.55 -3.00  -0.49
22 C 2.67 -4.44 -3.84  -0.53
23 C 2.00 -3.27 -3.52  -0.37
24 H 0.59 -4.26 -0.59  0.44
25 H 1.82 -6.35 -1.17  0.38
26 H 3.15 -6.45 -3.25  0.38
27 H 3.26 -4.48 -4.75  0.37
28 H 2.05 -2.40 -4.15  0.45
29 N -3.81 2.79 1.55  0.00
30 C -4.79 2.03 2.14  -0.59
31 C -4.12 1.12 2.91  -0.63
32 N -2.77 1.31 2.80  -0.11
33 C -2.61 2.31 1.97  -0.08
34 C -1.34 2.83 1.47  0.17
35 N -0.20 2.17 1.44  0.07
36 C 0.71 3.03 0.87  -0.63
37 C 0.10 4.21 0.55  -0.77
38 N -1.21 4.07 0.95  -0.05
39 H -3.97 3.44 0.80  0.26
40 H -5.83 2.18 1.95  0.45
41 H -4.54 0.35 3.54  0.44
42 H 1.73 2.74 0.70  0.60
43 H 0.47 5.12 0.11  0.49
44 H -1.93 4.76 0.84  0.23
45 C -1.20 -2.72 2.61  -1.29
46 As -0.45 -0.98 2.14  1.08
47 C -0.52 -0.14 3.88  -1.41
48 C 1.47 -1.46 2.02  -0.79
49 C 2.11 -1.91 3.29  0.02
50 C 2.08 -3.25 3.66  -0.15
51 C 2.65 -3.67 4.86  -0.80
52 C 3.26 -2.75 5.69  -0.42
53 C 3.32 -1.42 5.32  -0.67
54 C 2.74 -1.00 4.13  -0.11
55 H -0.72 -3.13 3.50  0.44
56 H -1.08 -3.41 1.77  0.30
57 H -2.27 -2.60 2.80  0.38
58 H 0.08 -0.73 4.58  0.56
59 H -1.55 -0.10 4.19  0.49
60 H -0.14 0.88 3.81  0.28
61 H 1.97 -0.57 1.61  0.46
62 H 1.52 -2.23 1.25  0.19
63 H 1.61 -3.97 3.01  0.45
64 H 2.61 -4.72 5.13  0.38
65 H 3.71 -3.08 6.62  0.39
66 H 3.80 -0.69 5.96  0.39
67 H 2.79 0.05 3.85  0.40
68 C 4.55 3.29 -2.38  -0.98
69 N 3.25 2.93 -2.89  0.09
70 C 2.53 3.80 -3.80  -0.61
71 C 1.22 3.04 -4.04  -0.65
72 N 1.26 2.03 -3.00  0.22
73 C 2.45 1.96 -2.39  0.30
74 S 2.86 0.84 -1.21  -0.50
75 H 5.25 3.43 -3.21  0.31
76 H 4.91 2.48 -1.75  0.30
77 H 4.50 4.21 -1.80  0.32
78 H 3.10 3.96 -4.72  0.36
79 H 2.37 4.78 -3.33  0.31
80 H 1.19 2.59 -5.03  0.31
81 H 0.34 3.68 -3.93  0.29
82 H 0.56 1.32 -2.84  0.11